# 1
ORCA calculation (ωB97M-V/def2-TZVPD) on a cluster of 4 separate species, C46H63N3O14 in total at a distorted geometry.

The value obtained for the frontier orbital gap is 6.28 eV. As for the net charge: 0. As for the total energy: -3007.92752 hartree. As for the SMILES: C#CCCC[C@]1(CCCOC)[C@@H](NCCC)C(=O)N[C@@]1(CC[C@@H](C)CCC=C(C)C)CNC.O=C1C=C(O)C(=O)C=C1O.O=C1C=C(O)C(=O)C=C1O.O=C1C=C(O)C(=O)C=C1O.

Last column: Mulliken charge in e.
Geometry (Å):
C1 3.14351 3.46802 -3.39772  0.247
C2 2.12447 3.09664 -2.87636  -1.394
C3 0.90685 2.43149 -2.15859  0.488
C4 1.29692 1.12313 -1.37526  -0.189
C5 0.09831 0.23556 -0.87646  -1.122
C6 -0.91780 0.96376 0.15893  3.061
C7 -0.06215 1.92253 1.06780  -0.761
C8 -0.69002 2.27469 2.48365  -0.182
C9 0.32369 2.10816 3.68693  -0.695
O1 1.66177 2.57003 3.37314  -0.419
C10 2.57286 1.51553 3.73214  -0.381
C11 -1.45033 -0.34072 0.94987  -1.897
N1 -0.68215 -0.80511 2.12185  0.565
C12 -1.09628 -2.14914 2.60106  -0.713
C13 -1.16433 -2.10547 4.17860  -0.252
C14 -2.02707 -0.91603 4.77519  -0.527
C15 -3.03044 -0.20149 1.04339  -0.253
O2 -3.79631 -0.49761 1.91468  -0.553
N2 -3.31947 0.36817 -0.29974  -0.746
C16 -2.31426 1.49813 -0.45609  1.113
C17 -2.42098 1.77255 -2.01941  -0.273
C18 -2.27161 3.28960 -2.47615  -1.960
C19 -3.61917 3.91190 -3.06642  1.480
C20 -3.18310 5.37750 -3.60564  -1.313
C21 -4.13505 3.09635 -4.32528  -1.073
C22 -5.56345 2.48732 -3.92728  0.178
C23 -5.82201 1.12580 -4.66066  -0.939
C24 -5.99075 -0.01002 -3.89563  0.819
C25 -6.70768 -0.07143 -2.50055  -0.812
C26 -5.40430 -1.36469 -4.48639  -1.152
C27 -3.07597 2.65893 0.32184  -2.707
N3 -4.50759 2.77143 -0.10094  -0.092
C28 -5.05722 4.08342 0.41005  -0.924
H1 4.06469 3.61911 -4.00272  0.427
H2 0.31394 3.18059 -1.56630  0.007
H3 0.22346 2.10982 -3.00614  -0.006
H4 2.04472 1.38203 -0.57080  0.169
H5 1.88653 0.48445 -2.10621  0.371
H6 -0.47505 -0.28248 -1.69971  0.263
H7 0.56493 -0.60262 -0.26718  0.320
H8 0.21018 2.90173 0.57180  0.395
H9 0.91982 1.39831 1.29238  -0.116
H10 -1.61512 1.68014 2.71335  -0.387
H11 -0.97097 3.37428 2.45506  0.502
H12 0.32007 1.01901 3.97608  0.241
H13 -0.05337 2.77721 4.52291  0.355
H14 2.47900 1.27641 4.83824  0.302
H15 2.33236 0.53719 3.19763  -0.013
H16 3.63607 1.76178 3.45152  0.285
H17 -1.37869 -1.24293 0.24630  0.547
H18 0.30112 -0.82919 1.83707  0.180
H19 -0.25532 -2.86706 2.33136  0.250
H20 -2.02009 -2.55290 2.10876  0.362
H21 -0.12548 -2.00948 4.62152  0.212
H22 -1.58206 -3.05929 4.62905  0.300
H23 -3.02474 -1.32754 5.09016  0.375
H24 -2.13701 -0.03082 4.09723  0.017
H25 -1.53627 -0.53561 5.72409  -0.069
H26 -3.02328 -0.29294 -1.03315  0.496
H27 -1.73364 1.14451 -2.65171  0.444
H28 -3.47085 1.45936 -2.31371  -0.021
H29 -1.56231 3.28311 -3.36505  0.397
H30 -1.79414 3.97286 -1.72262  0.568
H31 -4.39124 4.10816 -2.28141  -0.193
H32 -3.77442 6.20061 -3.09699  0.305
H33 -2.10521 5.57730 -3.30284  0.312
H34 -3.20153 5.45295 -4.72436  0.323
H35 -3.37101 2.28099 -4.51485  0.151
H36 -4.29764 3.70966 -5.24895  0.549
H37 -6.36145 3.26849 -4.13377  0.431
H38 -5.54471 2.29645 -2.82198  -0.336
H39 -5.86665 1.02995 -5.78024  0.285
H40 -6.58017 -1.12955 -2.11571  0.343
H41 -6.28833 0.64282 -1.73416  0.022
H42 -7.80661 0.12470 -2.62302  0.282
H43 -4.48569 -1.61054 -3.88426  0.192
H44 -6.20230 -2.15909 -4.36550  0.336
H45 -5.18793 -1.18649 -5.57295  0.368
H46 -2.55449 3.66244 0.24758  0.691
H47 -3.12522 2.45293 1.44219  0.929
H48 -5.06791 2.07999 0.41285  0.348
H49 -6.12614 3.87286 0.71312  0.345
H50 -5.10309 4.86804 -0.39141  0.189
H51 -4.43287 4.36459 1.30301  0.342
O3 -1.13262 -2.78448 7.26341  -0.544
C29 -1.64953 -2.66826 8.35986  0.968
C30 -1.65826 -1.40508 9.09709  -0.959
C31 -2.22356 -1.32879 10.30571  0.416
O4 -2.24533 -0.17440 11.00196  -0.567
C32 -2.85948 -2.51977 10.94604  0.879
O5 -3.34711 -2.41160 12.05638  -0.611
C33 -2.87187 -3.77713 10.19861  -0.890
C34 -2.30963 -3.85241 8.98863  0.348
O6 -2.31118 -5.00014 8.28037  -0.573
H52 -1.19299 -0.55123 8.62379  0.436
H53 -2.70623 -0.38232 11.83809  0.348
H54 -3.35059 -4.62715 10.66535  0.415
H55 -1.84472 -4.79342 7.44716  0.341
O7 8.12478 -1.95704 -1.87964  -0.578
C35 7.06281 -1.56784 -1.43078  0.899
C36 6.78546 -1.52372 0.00549  -0.921
C37 5.59913 -1.10564 0.45513  0.145
O8 5.32326 -1.05453 1.77495  -0.618
C38 4.51767 -0.67425 -0.48068  1.040
O9 3.44313 -0.31738 -0.02664  -0.388
C39 4.80006 -0.69452 -1.91382  -0.791
C40 5.98884 -1.10912 -2.36773  0.396
O10 6.26538 -1.13132 -3.68645  -0.589
H56 7.57508 -1.84083 0.67290  0.452
H57 4.40663 -0.72191 1.83722  0.267
H58 4.01465 -0.36256 -2.57893  0.457
H59 7.18307 -1.46701 -3.76899  0.308
O11 8.45778 -2.63776 -4.76350  -0.590
C41 8.72222 -3.55936 -5.51501  0.873
C42 9.17695 -3.35248 -6.88807  -0.965
C43 9.43860 -4.39716 -7.68023  0.348
O12 9.86103 -4.23068 -8.94846  -0.563
C44 9.27461 -5.80240 -7.19772  0.929
O13 9.50597 -6.72501 -7.95706  -0.603
C45 8.84253 -6.00795 -5.81543  -0.906
C46 8.58465 -4.96307 -5.02318  0.420
O14 8.18800 -5.12769 -3.74437  -0.574
H60 9.28913 -2.33116 -7.22528  0.436
H61 9.97679 -5.13283 -9.30600  0.351
H62 8.74478 -7.02889 -5.47255  0.422
H63 8.06734 -4.22494 -3.38776  0.322

Forces on atoms 1 to 6 (eV/Å):
1.04 -0.23 -1.01
-1.44 -1.13 1.50
0.24 0.15 -1.57
0.61 0.06 -0.91
0.21 0.75 0.72
0.22 -1.58 0.05

=====

# 2
ORCA calculation (ωB97M-V/def2-TZVPD) on a structure of composition C46H65BiN4P3 at a distorted geometry.

The value obtained for the frontier orbital gap is 7.35 eV. As for the net charge: +3. As for the total energy: -3248.67526 hartree. The value obtained for the energy above the lowest of the compared OMol25 structures with the same formula, charge and spin is 31.1 kcal/mol.

Last column: Mulliken charge in e.
Geometry (Å):
Bi1 0.42819 0.10535 -0.18172  3.225
N1 -0.30547 1.08637 1.98809  -0.526
C1 -1.63592 0.55504 2.40198  -0.803
C2 -1.68103 -0.96496 2.30525  -0.047
N2 -1.83338 -1.43039 0.91429  0.787
C3 -3.27627 -1.35649 0.57964  -1.147
C4 -3.59390 -1.33810 -0.89673  -1.079
N3 -3.04680 -0.11431 -1.47369  -0.286
C5 -1.33227 -2.79593 0.67468  0.091
C6 -0.69105 -2.98625 -0.69756  -0.977
N4 0.66503 -2.38319 -0.74319  -0.466
H1 0.37646 0.77090 2.67528  -1.073
H2 -0.31382 2.10387 2.00475  0.438
H3 -2.39239 1.01313 1.76575  0.496
H4 -1.84060 0.85238 3.43118  0.538
H5 -2.49946 -1.32946 2.93435  0.429
H6 -0.75785 -1.37331 2.72663  -0.674
H7 -3.68405 -0.44638 1.02404  0.559
H8 -3.79772 -2.19744 1.05267  0.369
H9 -4.67820 -1.43688 -1.00337  0.567
H10 -3.15617 -2.19439 -1.40848  0.371
H11 -3.58955 0.67295 -1.13369  0.282
H12 -3.17320 -0.11538 -2.48020  0.148
H13 -2.14155 -3.52573 0.77212  0.425
H14 -0.59434 -3.05644 1.44068  -0.849
H15 -1.28326 -2.52536 -1.48563  0.142
H16 -0.62939 -4.05688 -0.89943  0.565
H17 1.12869 -2.62343 -1.61496  0.298
H18 1.21878 -2.80991 0.00209  -0.693
C7 3.84252 -0.29463 1.80643  -1.566
C8 3.49318 -1.76976 1.89807  -1.528
P1 1.68372 -1.83736 2.27337  3.825
C9 1.72631 -1.48830 4.06940  1.139
C10 2.04056 -2.48561 4.99383  -0.992
C11 2.13704 -2.18465 6.34426  -0.909
C12 1.93433 -0.88552 6.79181  -0.726
C13 1.64639 0.11948 5.88111  -1.310
C14 1.54087 -0.18595 4.53115  -0.217
C15 1.22965 -3.59485 2.14807  -0.607
C16 0.10581 -4.05547 2.83897  0.115
C17 -0.32208 -5.36485 2.68944  -0.685
C18 0.35455 -6.22821 1.83581  -0.763
C19 1.46031 -5.77569 1.13219  -0.907
C20 1.89524 -4.46391 1.28266  -0.642
P2 3.18960 0.43153 0.26257  1.235
C21 4.10724 -0.42857 -1.03612  0.537
C22 5.49674 -0.55707 -0.94411  -0.878
C23 6.19280 -1.25948 -1.91466  -0.856
C24 5.51628 -1.84605 -2.97788  -0.847
C25 4.13853 -1.72031 -3.08046  -1.252
C26 3.44250 -1.01245 -2.11319  0.472
C27 3.76688 2.13897 0.39421  1.388
C28 4.77522 2.65212 -0.41612  -0.899
C29 5.26954 3.92705 -0.17092  -0.658
C30 4.76130 4.68598 0.87310  -0.813
C31 3.75367 4.17553 1.68560  -0.717
C32 3.26053 2.90425 1.44884  -0.723
H19 4.91970 -0.11933 1.76943  1.056
H20 3.47471 0.27582 2.66209  0.901
H21 4.04934 -2.26094 2.69791  0.768
H22 3.73811 -2.27495 0.96269  0.461
H23 2.21911 -3.50218 4.66482  0.488
H24 2.37569 -2.97027 7.04925  0.476
H25 2.00941 -0.65616 7.84651  0.441
H26 1.50584 1.13765 6.22093  0.496
H27 1.34029 0.62638 3.83941  0.237
H28 -0.42588 -3.39553 3.51630  0.341
H29 -1.17985 -5.71623 3.24820  0.472
H30 0.02554 -7.25332 1.72823  0.471
H31 1.99976 -6.44780 0.47750  0.498
H32 2.78127 -4.14864 0.74499  0.514
H33 6.04455 -0.11009 -0.12419  0.447
H34 7.26821 -1.35181 -1.83986  0.506
H35 6.06604 -2.39551 -3.73067  0.456
H36 3.61517 -2.15769 -3.92141  0.550
H37 2.37304 -0.87086 -2.22212  0.292
H38 5.17860 2.06664 -1.23303  0.342
H39 6.05839 4.32572 -0.79550  0.503
H40 5.15751 5.67453 1.06513  0.441
H41 3.36716 4.76468 2.50724  0.506
H42 2.49297 2.49593 2.10252  0.114
C33 1.01846 3.49662 -4.78121  -1.735
C34 1.68194 2.94797 -3.51453  2.053
C35 2.52126 4.03506 -2.83768  -1.576
C36 2.59970 1.78348 -3.90043  -1.358
P3 0.37881 2.25857 -2.31747  0.113
C37 -0.72815 1.34364 -3.43021  1.693
C38 -1.77157 1.91467 -4.15764  -0.813
C39 -2.50610 1.14835 -5.05292  -0.822
C40 -2.20045 -0.19296 -5.24913  -1.101
C41 -1.15407 -0.77172 -4.54229  -1.017
C42 -0.43006 -0.00443 -3.64208  -0.087
C43 -0.54580 3.64632 -1.42987  1.942
C44 0.33863 4.06330 -0.24752  -1.990
C45 -0.87588 4.89027 -2.26335  -1.760
C46 -1.85227 3.06565 -0.88515  -1.820
H43 1.80674 3.94972 -5.38801  0.593
H44 0.27941 4.26980 -4.58537  0.309
H45 0.56073 2.70853 -5.37662  0.291
H46 3.41379 4.20543 -3.44557  0.554
H47 2.85434 3.73770 -1.84547  0.015
H48 2.00140 4.98736 -2.76700  0.259
H49 3.22577 2.09691 -4.73832  0.652
H50 2.04315 0.90204 -4.22662  0.265
H51 3.26121 1.51082 -3.07418  -0.010
H52 -2.02492 2.95850 -4.04036  0.145
H53 -3.31325 1.60599 -5.61035  0.513
H54 -2.76545 -0.77969 -5.96153  0.422
H55 -0.89996 -1.81159 -4.70777  0.507
H56 0.40787 -0.46056 -3.11479  0.113
H57 1.27359 4.52061 -0.56230  0.353
H58 0.59223 3.20993 0.39006  0.077
H59 -0.19749 4.79754 0.35936  0.704
H60 0.00973 5.42572 -2.58903  0.334
H61 -1.44974 5.57270 -1.63097  0.543
H62 -1.49028 4.67160 -3.13319  0.264
H63 -1.70730 2.11005 -0.36803  0.220
H64 -2.57512 2.89698 -1.68195  0.401
H65 -2.28979 3.77704 -0.17974  0.653

Forces on atoms 1 to 6 (eV/Å):
-0.35 -0.48 0.16
-0.10 0.02 -0.20
-0.01 -0.12 0.01
0.03 -0.15 -0.01
0.00 0.23 -0.02
0.02 0.03 -0.03